Here is 2 unconnected molecules or ions with the total composition C2H4N3O at a distorted geometry from OMol25. Energies are from ωB97M-V/def2-TZVPD.

Properties
energy relative to the best compared isomer or geometry (same formula, charge and spin) = 5.207 eV
charge = +1
2S+1 = 1
Kohn-Sham gap = 9.842 eV
electronic energy = -317.65041 Ha

Bonds (Å) are listed after each position.
CARTESIAN COORDINATES (ANGSTROEM)
1 C -0.15132 -0.50324 -2.11152  N3 1.128
2 C -0.30510 -0.06810 -0.08063  N4 1.272, N5 1.280
3 N 0.07789 -0.43279 -3.21348  C1 1.128
4 N 0.62982 -0.67500 0.53230  C2 1.272, O6 1.340, H7 0.990
5 N -1.02802 0.94839 0.20745  C2 1.280, H8 1.032, H9 1.087
6 O 0.86121 -0.52489 1.84401  N4 1.340, H10 1.010
7 H 1.25544 -1.31680 0.11066  N4 0.990
8 H -1.66860 1.27046 -0.53460  N5 1.032
9 H -1.40605 1.40778 1.11717  N5 1.087
10 H 1.73473 -0.10579 2.12864  O6 1.010

natural (NBO) atomic charge list, values in e, 4 entries:
1. C 0.22
2. C 0.65
3. N -0.26
4. N -0.25